DFT (the ωB97M-V functional and the def2-TZVPD basis) results for a structure of composition C12H14FIN2W.

Structure (ORCA input):
```
! wB97M-V def2-TZVPD RIJCOSX def2/J DEFGRID3
* xyz 2 3
C 0.225 1.359 2.860
C 0.228 -1.366 2.952
H 1.167 1.898 3.034
H -0.089 0.896 3.804
H -0.526 2.072 2.506
H 0.327 -2.404 2.640
H 0.984 -1.175 3.726
H -0.775 -1.173 3.356
C 0.179 2.655 -0.060
C 0.221 3.449 -1.193
C 0.125 2.858 -2.454
C -0.076 1.491 -2.541
H 0.196 3.074 0.940
H 0.323 4.524 -1.066
H 0.182 3.460 -3.353
H -0.212 0.969 -3.489
N 0.141 1.296 -0.152
C -0.082 0.719 -1.380
C -0.225 -0.714 -1.366
N -0.060 -1.307 -0.138
C -0.310 -2.638 -0.007
C -0.518 -2.866 -2.387
C -0.479 -3.446 -1.119
H -0.357 -3.024 1.004
H -0.596 -4.517 -0.966
C -0.439 -1.490 -2.509
H -0.534 -0.965 -3.458
H -0.648 -3.482 -3.271
W 0.597 -0.047 1.439
I 3.131 -0.153 1.231
F -2.102 0.045 1.415
*
```

Values from the calculation:
Energy relative to the best compared isomer or geometry (same formula, charge and spin): 0.571 eV
<S²>: 2.011
Orbital gap (spin up / spin down): 7.17 / 4.62 eV
E_LUMO (spin up / spin down): -9.01 / -11.95 eV

Results of the Löwdin charge analysis, in e, for atoms 1 through 6:
1. C -0.29
2. C -0.31
3. H 0.05
4. H 0.04
5. H 0.03
6. H 0.01

DFT (the ωB97M-V functional and the def2-TZVPD basis) results for the molecule C12H14FNO2.

Structure (ORCA input):
```
! wB97M-V def2-TZVPD RIJCOSX def2/J DEFGRID3
* xyz 0 1
O 0.564 -1.769 0.018
C 0.871 -0.651 0.380
N 0.016 0.182 1.018
C -1.362 -0.159 1.268
C -2.325 0.606 0.334
C -2.291 0.057 -1.096
C -3.371 -1.021 -1.044
C -4.379 -0.414 -0.068
O -3.656 0.456 0.793
C 2.245 -0.093 0.175
C 2.469 1.242 -0.146
C 3.758 1.703 -0.353
C 4.838 0.845 -0.237
C 4.598 -0.483 0.071
F 5.644 -1.324 0.180
C 3.321 -0.969 0.268
H 0.331 1.096 1.301
H -1.463 -1.233 1.108
H -1.623 0.076 2.304
H -2.077 1.675 0.377
H -2.563 0.838 -1.806
H -1.313 -0.340 -1.356
H -2.958 -1.947 -0.644
H -3.813 -1.225 -2.016
H -5.136 0.179 -0.600
H -4.889 -1.164 0.542
H 1.637 1.921 -0.266
H 3.924 2.738 -0.609
H 5.849 1.187 -0.388
H 3.152 -2.011 0.491
*
```

Values from the calculation:
Energy relative to the best compared isomer or geometry (same formula, charge and spin): 0.119 eV
Orbital gap: 10.10 eV
E_LUMO: 0.70 eV
SMILES string: O=C(NC[C@H]1CCCO1)c1cccc(F)c1

Results of the Löwdin charge analysis, in e, for atoms 1 through 6:
1. O 0.07
2. C -0.46
3. N 0.08
4. C -0.11
5. C -0.32
6. C -0.12

DFT (the ωB97M-V functional and the def2-TZVPD basis) results for a structure of composition C12H14IN3O4SW.

Structure (ORCA input):
```
! wB97M-V def2-TZVPD RIJCOSX def2/J DEFGRID3
* xyz 2 1
W 0.189 -0.320 -0.126
O -0.296 -0.319 1.760
C -0.970 -1.139 2.468
C -1.489 -2.352 1.983
C -2.302 -3.122 2.854
C -2.823 -4.290 2.388
C -2.575 -4.753 1.091
C -1.772 -4.032 0.235
C -1.213 -2.829 0.672
O -0.386 -2.168 -0.142
N -3.684 -5.100 3.285
O -3.859 -4.664 4.399
O -4.134 -6.120 2.822
H -1.122 -0.838 3.503
H -2.520 -2.794 3.862
H -3.030 -5.684 0.780
H -1.577 -4.382 -0.768
I -2.390 0.571 -0.803
C -0.436 1.313 -1.258
H -0.343 2.304 -0.810
H -0.343 1.333 -2.340
C 3.320 -3.000 0.159
N 2.621 -2.497 -1.016
C 2.026 -3.434 -1.992
C 1.252 -2.521 -2.959
N 1.299 -1.201 -2.278
C 2.175 -1.285 -1.218
S 2.486 0.140 -0.288
H 3.941 -3.837 -0.150
H 2.597 -3.344 0.902
H 3.954 -2.226 0.581
H 1.362 -4.116 -1.458
H 2.810 -4.011 -2.478
H 0.223 -2.836 -3.111
H 1.747 -2.430 -3.924
H 1.315 -0.348 -2.823
*
```

Values from the calculation:
Orbital gap (spin up / spin down): 7.02 / 6.97 eV
E_LUMO (spin up / spin down): -8.18 / -8.29 eV

Results of the Löwdin charge analysis, in e, for atoms 1 through 6:
1. W 1.21
2. O -0.20
3. C -0.07
4. C -0.11
5. C 0.10
6. C -0.10

DFT (the ωB97M-V functional and the def2-TZVPD basis) results for a structure of composition C12H14N.

Structure (ORCA input):
```
! wB97M-V def2-TZVPD RIJCOSX def2/J DEFGRID3
* xyz 1 1
C -0.120 0.095 -2.974
C 0.589 -1.066 -2.386
C -0.457 1.154 -2.190
C 0.382 -1.341 -1.085
C -0.488 -0.380 -0.357
C -0.152 0.908 -0.752
C 0.701 -0.142 0.766
C 1.339 -1.496 0.108
C -0.806 -0.513 1.120
C -1.602 0.637 1.706
C -1.302 -1.858 1.583
C 1.618 2.350 0.611
N 0.701 1.264 0.224
H -0.249 0.110 -4.019
H 1.391 -1.619 -3.010
H -0.770 2.113 -2.631
H 1.246 -2.142 0.982
H 2.493 -1.364 -0.117
H -1.756 0.611 2.789
H -2.600 0.420 1.414
H -1.194 1.488 1.266
H -0.838 -2.566 0.856
H -2.377 -1.977 1.527
H -1.112 -2.272 2.630
H 2.452 2.311 -0.149
H 1.965 2.051 1.502
H 0.944 3.225 0.584
*
```

Values from the calculation:
Energy relative to the best compared isomer or geometry (same formula, charge and spin): 7.111 eV
Orbital gap: 7.95 eV
E_LUMO: -4.72 eV

Results of the Löwdin charge analysis, in e, for atoms 1 through 6:
1. C -0.01
2. C -0.01
3. C 0.06
4. C -0.13
5. C -0.15
6. C -0.11

DFT (the ωB97M-V functional and the def2-TZVPD basis) results for the molecule C12H14N2O.

Structure (ORCA input):
```
! wB97M-V def2-TZVPD RIJCOSX def2/J DEFGRID3
* xyz 0 1
C 0.669 -2.029 1.721
N 1.689 -1.099 1.240
C 2.205 -1.429 -0.055
C 2.955 -0.111 -0.554
C 2.441 0.934 0.428
C 1.322 0.367 1.237
C -0.054 0.508 0.637
C -1.052 1.267 1.049
C -2.052 1.158 -0.046
N -3.101 1.986 -0.203
C -3.873 1.555 -1.170
C -3.580 0.548 -2.161
C -2.353 -0.290 -1.940
C -1.559 0.165 -0.885
O -0.225 -0.014 -0.588
H -0.253 -1.882 1.147
H 1.041 -3.024 1.850
H 0.438 -1.868 2.749
H 1.415 -1.584 -0.738
H 2.812 -2.283 0.122
H 2.552 0.066 -1.555
H 4.083 -0.164 -0.539
H 2.230 1.838 -0.101
H 3.166 1.215 1.100
H 1.193 0.723 2.306
H -1.017 1.751 2.003
H -4.837 2.149 -1.326
H -4.279 0.455 -2.976
H -1.976 -0.905 -2.752
*
```

Values from the calculation:
Energy relative to the best compared isomer or geometry (same formula, charge and spin): 3.403 eV
Orbital gap: 8.75 eV
E_LUMO: 0.49 eV
SMILES string: CN1CCC[C@H]1c1cc2ncccc2o1

Results of the Löwdin charge analysis, in e, for atoms 1 through 6:
1. C -0.07
2. N -0.17
3. C -0.19
4. C -0.11
5. C -0.15
6. C -0.20

DFT (the ωB97M-V functional and the def2-TZVPD basis) results for a structure of composition C12H14N4O7RuS2.

Structure (ORCA input):
```
! wB97M-V def2-TZVPD RIJCOSX def2/J DEFGRID3
* xyz -1 2
Ru -0.705 0.219 -0.362
O -3.465 -0.983 0.068
C -3.320 -1.191 1.455
C -1.895 -1.532 1.870
N -0.881 -0.458 1.720
C -1.246 0.736 2.497
C -2.290 1.558 1.726
O -3.166 2.165 2.311
O -2.115 1.539 0.440
C 0.433 -1.021 2.071
C 1.061 -1.726 0.858
O 2.068 -2.398 1.024
O 0.491 -1.503 -0.278
H -3.405 -0.036 -0.115
H -3.923 -2.066 1.710
H -3.711 -0.355 2.037
H -1.546 -2.394 1.301
H -1.918 -1.809 2.934
H -0.355 1.360 2.592
H -1.609 0.480 3.496
H 0.369 -1.713 2.915
H 1.103 -0.211 2.351
S -0.367 2.148 -1.623
C -0.620 1.769 -3.302
C -0.462 2.825 -4.250
N -0.324 3.695 -4.992
C -0.933 0.511 -3.659
S -1.122 -0.708 -2.416
C -1.088 0.107 -5.017
N -1.203 -0.238 -6.110
N 4.711 -0.274 -0.719
C 3.283 0.001 -0.877
C 2.718 0.654 0.370
O 3.513 0.634 1.432
O 1.603 1.115 0.402
H 4.950 -1.192 -1.064
H 4.334 0.192 1.116
H 5.282 0.406 -1.201
H 2.728 -0.934 -0.980
H 3.023 0.629 -1.730
*
```

Values from the calculation:
Energy relative to the best compared isomer or geometry (same formula, charge and spin): 1.022 eV
<S²>: 0.762
Orbital gap (spin up / spin down): 6.89 / 6.74 eV
E_LUMO (spin up / spin down): 2.46 / 2.33 eV

Results of the Löwdin charge analysis, in e, for atoms 1 through 6:
1. Ru 0.91
2. O -0.09
3. C -0.24
4. C -0.14
5. N -0.25
6. C -0.08

DFT (the ωB97M-V functional and the def2-TZVPD basis) results for a cluster of 2 separate species, C12H14NO2 in total.

Structure (ORCA input):
```
! wB97M-V def2-TZVPD RIJCOSX def2/J DEFGRID3
* xyz 0 2
C 0.235 0.028 -3.514
C 0.421 0.047 -2.061
C -0.166 -0.854 -1.125
C 1.374 0.772 -1.288
C 1.498 0.089 -0.020
C 2.199 1.935 -1.511
C 2.219 0.561 1.078
C 2.938 2.413 -0.401
C 2.945 1.710 0.858
N 0.489 -0.893 0.015
H 0.154 1.073 -3.881
H -0.715 -0.437 -3.705
H -0.932 -1.576 -1.296
H 0.086 -1.398 0.812
H 2.285 2.168 -2.528
H 2.357 0.061 2.017
H 3.300 3.429 -0.429
H 3.603 2.096 1.617
H 1.084 -0.483 -4.093
C -3.023 -0.793 1.629
C -1.973 -0.456 2.762
C -2.836 -2.254 1.090
O -1.667 -2.669 0.868
O -3.888 -2.893 0.992
H -3.984 -0.479 1.997
H -2.877 -0.022 0.879
H -1.871 0.626 2.743
H -0.993 -0.931 2.754
H -2.262 -0.870 3.743
*
```

Values from the calculation:
Energy relative to the best compared isomer or geometry (same formula, charge and spin): 1.237 eV
<S²>: 0.779
Orbital gap (spin up / spin down): 6.31 / 3.12 eV
E_LUMO (spin up / spin down): -0.77 / -3.96 eV

Results of the Löwdin charge analysis, in e, for atoms 1 through 6:
1. C -0.02
2. C -0.14
3. C 0.05
4. C -0.10
5. C -0.13
6. C 0.04

DFT (the ωB97M-V functional and the def2-TZVPD basis) results for the molecule C12H14OS.

Structure (ORCA input):
```
! wB97M-V def2-TZVPD RIJCOSX def2/J DEFGRID3
* xyz 0 1
C -0.112 2.328 2.357
C -0.117 0.859 2.146
C -0.071 0.440 0.872
C 0.033 -0.958 0.392
C -1.152 -1.323 -0.479
C -1.224 -0.452 -1.662
C -0.114 -0.079 -2.415
C 0.032 0.843 -3.599
C 1.317 -0.393 -2.144
S 1.710 -1.098 -0.456
C 0.274 -1.960 1.480
O -0.070 -3.141 1.279
C 0.488 -1.420 2.840
C 0.167 -0.146 3.188
H 0.527 2.702 3.140
H -1.114 2.689 2.722
H 0.185 2.748 1.367
H -0.407 1.165 0.160
H -1.988 -1.020 0.216
H -1.113 -2.412 -0.711
H -2.240 0.003 -1.774
H 0.510 1.713 -3.402
H -0.988 1.123 -4.001
H 0.668 0.405 -4.367
H 1.734 -1.173 -2.864
H 1.832 0.546 -2.176
H 0.775 -2.117 3.692
H 0.458 0.129 4.198
*
```

Values from the calculation:
Energy relative to the best compared isomer or geometry (same formula, charge and spin): 1.315 eV
Orbital gap: 8.25 eV
E_LUMO: -0.21 eV
SMILES string: CC1=C[C@]2(CC=C(C)CS2)C(=O)C=C1

Results of the Löwdin charge analysis, in e, for atoms 1 through 6:
1. C -0.06
2. C -0.27
3. C -0.08
4. C -0.60
5. C -0.17
6. C -0.06

DFT (the ωB97M-V functional and the def2-TZVPD basis) results for the molecule C12H14OSe.

Structure (ORCA input):
```
! wB97M-V def2-TZVPD RIJCOSX def2/J DEFGRID3
* xyz 0 1
C -4.154 0.057 -0.160
C -3.398 0.982 -0.950
C -3.442 -1.077 0.389
C -2.065 0.795 -1.193
C -2.086 -1.277 0.224
C -1.473 -0.295 -0.552
C 1.050 -1.790 0.531
C 2.529 -1.523 0.507
C 1.095 1.411 0.991
C 2.282 1.562 -1.343
C 3.104 -0.580 1.292
C 1.428 0.933 -0.250
O 0.294 0.922 1.791
Se 0.397 -0.510 -0.915
H -5.049 0.361 0.290
H -3.956 1.839 -1.360
H -3.883 -1.805 1.063
H -1.480 1.339 -1.895
H -1.603 -2.150 0.737
H 0.899 -2.864 0.207
H 0.389 -1.332 1.391
H 2.861 -1.737 -0.579
H 1.755 2.243 1.193
H 2.308 2.646 -1.420
H 2.024 1.113 -2.392
H 3.394 1.323 -1.117
H 4.114 -0.276 1.256
H 2.664 -0.309 2.264
*
```

Values from the calculation:
Energy relative to the best compared isomer or geometry (same formula, charge and spin): 2.675 eV
Orbital gap: 7.72 eV
E_LUMO: 0.48 eV

Results of the Löwdin charge analysis, in e, for atoms 1 through 6:
1. C -0.03
2. C -0.07
3. C -0.07
4. C -0.11
5. C -0.11
6. C -0.42

DFT (the ωB97M-V functional and the def2-TZVPD basis) results for the molecule C12H15BrF3N3O2.

Structure (ORCA input):
```
! wB97M-V def2-TZVPD RIJCOSX def2/J DEFGRID3
* xyz 0 1
C 1.749 3.159 0.827
C 1.567 2.026 -0.111
C 2.339 0.888 -0.289
Br 3.890 0.438 0.663
C 1.699 0.162 -1.307
C 2.076 -1.152 -1.893
F 3.028 -1.040 -2.839
F 2.566 -2.000 -0.975
F 1.040 -1.772 -2.465
N 0.630 0.815 -1.725
N 0.561 1.929 -1.010
C -0.619 2.741 -1.121
C -1.849 1.915 -0.671
O -2.897 1.949 -1.266
N -1.623 1.198 0.453
C -2.315 -0.047 0.708
C -1.415 -1.188 0.201
C -1.894 -2.591 0.584
C -0.582 -3.317 0.879
C 0.251 -2.191 1.483
O -0.109 -1.023 0.763
H 1.849 4.098 0.283
H 2.652 2.999 1.411
H 0.905 3.245 1.511
H -0.781 3.018 -2.165
H -0.514 3.640 -0.514
H -0.679 1.167 0.816
H -3.267 -0.035 0.177
H -2.484 -0.144 1.784
H -1.309 -1.085 -0.888
H -2.467 -3.054 -0.215
H -2.512 -2.542 1.482
H -0.700 -4.158 1.556
H -0.124 -3.660 -0.048
H 0.014 -2.056 2.548
H 1.327 -2.334 1.372
*
```

Values from the calculation:
Orbital gap: 9.76 eV
E_LUMO: 0.51 eV
SMILES string: Cc1c(Br)c(C(F)(F)F)nn1CC(=O)NC[C@@H]1CCCO1

Results of the Löwdin charge analysis, in e, for atoms 1 through 6:
1. C -0.02
2. C -0.30
3. C -0.58
4. Br 0.81
5. C -0.22
6. C -0.59

DFT (the ωB97M-V functional and the def2-TZVPD basis) results for a structure of composition C12H15Cl2N3PPdS5.

Structure (ORCA input):
```
! wB97M-V def2-TZVPD RIJCOSX def2/J DEFGRID3
* xyz -1 1
Pd -2.648 -0.570 -0.743
S -4.521 -1.872 -1.129
S -6.124 -0.571 -1.306
S -5.841 0.731 0.247
S -3.830 1.270 0.013
Cl -1.727 -2.845 1.119
C -0.223 -2.992 0.270
C 0.883 -3.385 1.005
C 2.106 -3.566 0.377
C 2.198 -3.372 -0.992
C 1.081 -2.977 -1.705
Cl 1.286 -2.735 -3.416
C -0.172 -2.733 -1.115
S -1.515 -2.153 -2.063
H 0.770 -3.554 2.066
H 2.975 -3.865 0.946
H 3.134 -3.505 -1.515
C 1.780 1.364 1.398
N 0.495 1.875 1.865
C 0.247 3.163 1.219
N 0.327 3.129 -0.240
C 1.613 2.562 -0.632
N 1.890 1.251 -0.054
C 1.003 0.209 -0.588
P -0.773 0.590 -0.232
C -0.576 0.915 1.576
C -0.772 2.345 -0.808
H 1.960 0.384 1.846
H 2.559 2.054 1.735
H 0.997 3.871 1.583
H -0.744 3.518 1.509
H 2.403 3.245 -0.307
H 1.645 2.483 -1.721
H 1.271 -0.744 -0.129
H 1.152 0.104 -1.665
H -0.343 -0.033 2.071
H -1.534 1.265 1.966
H -1.734 2.791 -0.550
H -0.696 2.355 -1.899
*
```

Values from the calculation:
Energy relative to the best compared isomer or geometry (same formula, charge and spin): 0.000 eV
Orbital gap: 6.33 eV
E_LUMO: 2.57 eV

Results of the Löwdin charge analysis, in e, for atoms 1 through 6:
1. Pd -0.05
2. S -0.13
3. S -0.18
4. S -0.16
5. S -0.08
6. Cl 0.67

DFT (the ωB97M-V functional and the def2-TZVPD basis) results for a structure of composition C12H15Cl3GeN6OsP.

Structure (ORCA input):
```
! wB97M-V def2-TZVPD RIJCOSX def2/J DEFGRID3
* xyz 4 2
Os 0.871 -1.768 -0.682
C -1.502 0.549 3.644
N -0.822 -0.477 2.819
C -0.460 -1.718 3.271
C 0.160 -2.363 2.245
N 0.141 -1.512 1.157
C -0.462 -0.366 1.536
P -0.624 1.090 0.444
C -1.345 0.147 -0.949
N -0.786 -0.974 -1.456
C -1.543 -1.371 -2.543
C -2.567 -0.484 -2.666
N -2.418 0.459 -1.682
C -3.319 1.620 -1.491
C 1.123 1.030 -0.182
N 1.806 -0.070 -0.655
C 3.081 0.340 -1.019
C 3.161 1.665 -0.765
N 1.941 2.070 -0.251
C 1.643 3.469 0.148
H -1.613 0.150 4.648
H -2.486 0.755 3.230
H -0.895 1.450 3.682
H -0.662 -2.046 4.279
H 0.577 -3.357 2.225
H -1.332 -2.246 -3.135
H -3.380 -0.451 -3.375
H -4.068 1.594 -2.278
H -2.749 2.542 -1.569
H -3.812 1.542 -0.525
H 3.832 -0.318 -1.419
H 3.979 2.355 -0.906
H 2.532 4.064 -0.036
H 1.402 3.500 1.208
H 0.822 3.851 -0.454
Cl 3.098 -2.905 0.144
Ge 2.397 -3.784 -1.654
Cl 2.305 -5.784 -1.935
Cl 1.974 -2.247 -3.053
*
```

Values from the calculation:
Energy relative to the best compared isomer or geometry (same formula, charge and spin): 0.000 eV
<S²>: 0.759
Orbital gap (spin up / spin down): 5.93 / 5.50 eV
E_LUMO (spin up / spin down): -15.88 / -16.28 eV

Results of the Löwdin charge analysis, in e, for atoms 1 through 6:
1. Os 1.19
2. C 0.06
3. N -0.06
4. C 0.04
5. C -0.05
6. N -0.15

| no. | energy (eV) |
| --- | --- |
| 1 | -28275.0460 |
| 2 | -20974.1334 |
| 3 | -46074.0191 |
| 4 | -14147.4351 |
| 5 | -17696.4683 |
| 6 | -57219.7246 |
| 7 | -18253.0250 |
| 8 | -25551.0040 |
| 9 | -80059.7372 |
| 10 | -99448.3043 |
| 11 | -109152.4367 |
| 12 | -127424.5572 |